Entry 1:
14
Properties=species:S:1:pos:R:3:lowdin_charge:R:1 method="wB97M-V/def2-TZVPD" e_above_lowest_ev=1.847 e_lumo_ev=3.27 total_charge=-1 orbital_gap_ev=6.1284
N 0.7984 0.2428 1.2264 0.00
C 0.3839 -0.3431 -0.0552 -0.48
C 1.5986 -0.1640 -1.1081 -0.52
O 2.7798 -0.1062 -0.5290 -0.33
C -0.8602 0.3606 -0.5826 -0.57
S -2.3268 0.0830 0.4873 0.62
H 1.7470 0.5560 0.9623 0.04
H 1.0307 -0.4900 1.8847 0.05
H 0.1486 -1.4115 0.0014 0.11
H 1.2308 0.7138 -1.7094 0.07
H 1.4842 -1.0664 -1.7625 0.08
H -0.9903 0.2517 -1.6570 0.06
H -0.7588 1.4337 -0.3777 0.05
H -2.5061 -1.2243 0.2100 -0.18

=====

Entry 2:
14
Properties=species:S:1:pos:R:3:lowdin_charge:R:1 method="wB97M-V/def2-TZVPD" e_above_lowest_ev=1.035 e_lumo_ev=-5.04 total_charge=+1 orbital_gap_ev=9.5348
C 0.4763 -0.3871 1.1661 -0.20
C 1.2214 -1.3603 0.2184 -0.32
C 0.7399 0.7822 0.3490 -0.64
N -1.5784 0.4701 -1.0869 0.00
O 0.3155 1.9910 0.4481 0.14
S 1.5937 0.0468 -0.9293 1.12
H -0.6663 -0.6024 1.2226 0.17
H 0.7646 -0.3600 2.2769 0.17
H 2.1693 -1.7371 0.6386 0.10
H 0.5908 -2.1552 -0.2941 0.12
H -2.3201 1.1140 -0.6844 0.08
H -1.7687 -0.4286 -0.7096 0.00
H -1.8117 0.2849 -2.1342 0.10
H 0.2736 2.3420 -0.4813 0.17

=====

Entry 3:
14
Properties=species:S:1:pos:R:3:lowdin_charge:R:1 method="wB97M-V/def2-TZVPD" e_above_lowest_ev=3.388 e_lumo_ev="-3.97 / -3.97" total_charge=+1 orbital_gap_ev="7.9562 / 7.9570"
C -0.0136 0.3750 -1.5045 -0.04
C 1.8225 0.8064 -0.1935 -0.08
C -0.9623 -0.7812 0.6587 -0.53
N -1.7584 0.1534 1.1664 0.08
O 0.6968 1.1296 -0.7205 -0.14
S 0.6029 -1.0052 1.3035 0.99
H 0.4277 -0.4889 -1.9837 0.10
H -0.9009 0.8230 -1.9124 0.10
H 2.2535 1.5218 0.4843 0.10
H 2.4322 0.0094 -0.5951 0.10
H -1.3889 -1.5147 -0.0066 0.10
H -1.4054 0.8180 1.8405 0.12
H -2.7215 0.2429 0.8797 0.13
H 0.9153 -2.0895 0.5832 -0.04

=====

Entry 4:
14
Properties=species:S:1:pos:R:3:lowdin_spin:R:1 method="wB97M-V/def2-TZVPD" e_above_lowest_ev=2.562 s_squared=2.008 multiplicity=3 e_lumo_ev="-3.85 / -5.65" total_charge=+1 orbital_gap_ev="5.6591 / 8.0350"
C -0.0881 0.0359 0.5324 0.63
C -0.3437 0.5925 -0.7421 0.07
C 0.6793 -2.0758 0.6015 0.63
N -1.0807 1.9135 -1.0534 0.02
O 0.9259 0.7192 -0.2371 0.15
S 2.2545 -1.7955 1.2071 0.37
H -0.3969 0.4767 1.6111 0.04
H -0.5061 0.0200 -1.6270 0.00
H 0.6537 -2.3341 -0.3893 0.03
H -0.1444 -2.4445 1.1429 0.03
H -0.9035 2.6567 -0.3287 0.00
H -2.0861 1.6511 -1.1559 0.00
H -0.9828 2.3192 -2.0184 0.01
H 2.0190 -1.7349 2.4570 0.02